(1)
{"formula": "C3H11NOS", "method": "ωB97M-V/def2-TZVPD", "elements": ["C", "C", "S", "H", "H", "H", "H", "H", "H", "N", "C", "O", "H", "H", "H", "H", "H"], "xyz": [[-2.13773, 2.22017, 0.14901], [-1.70136, 1.87775, 1.58697], [-1.11311, 0.11077, 1.69310], [-1.24452, 2.25494, -0.47143], [-2.99065, 1.72221, -0.29025], [-2.47081, 3.25983, 0.35569], [-2.47444, 1.94890, 2.35358], [-0.85910, 2.44165, 1.97204], [-2.00522, -0.47852, 2.48654], [3.00572, -2.67699, -0.97897], [2.25937, -1.50668, -1.45034], [0.85971, -1.70769, -1.09559], [2.39572, -3.47246, -1.07939], [3.06056, -2.54428, 0.02716], [2.43166, -1.35406, -2.51472], [2.59069, -0.65961, -0.84141], [0.39351, -1.43593, -1.90197]], "forces_ev_per_angstrom": [[0.39, 2.12, 1.93], [-0.42, -2.21, 0.18], [0.53, 0.12, -0.34], [-0.29, -0.15, -0.33], [0.17, -0.63, 0.18], [0.12, -0.13, -0.95], [-0.21, 0.23, -0.37], [0.04, 0.38, -0.46], [-0.35, 0.28, 0.14], [-0.10, 1.03, 0.21], [-0.12, -1.00, 1.72], [0.51, 0.57, -1.61], [-0.10, -0.36, -0.31], [0.25, -0.24, -0.02], [-0.32, 0.05, -0.02], [0.23, 0.11, -0.53], [-0.35, -0.17, 0.56]], "lowdin_charge": [-0.175, -0.585, 0.648, 0.065, 0.064, 0.072, 0.058, 0.048, -0.184, 0.004, -0.317, -0.105, 0.058, 0.061, 0.107, 0.108, 0.074], "homo_lumo_gap_ev": 9.67, "e_tot_ha": -649.0398}



(2)
{"formula": "C3H11NOS", "method": "ωB97M-V/def2-TZVPD", "elements": ["C", "C", "C", "S", "N", "H", "H", "H", "H", "H", "H", "H", "H", "H", "H", "H", "O"], "xyz": [[1.30859, 0.63211, 0.39207], [-0.06677, -0.12753, 0.25952], [-1.28290, 0.68245, -0.13046], [-2.76857, 0.11547, 0.61162], [2.18889, -0.40984, 1.04933], [1.72965, 0.83798, -0.62632], [1.23902, 1.68302, 0.79764], [-0.26954, -0.77456, 1.15843], [0.01924, -0.92658, -0.51062], [-1.21023, 1.86245, -0.04609], [-1.52859, 0.52223, -1.23439], [-2.72874, -1.60405, -0.65578], [1.71896, -0.66541, 2.00138], [3.00031, 0.14044, 1.36911], [2.41506, -0.75523, -1.39026], [3.05384, -1.56283, -2.56249], [2.72280, -0.60729, -2.31983]], "forces_ev_per_angstrom": [[-0.72, -1.04, -0.92], [0.80, -0.40, -0.02], [-0.04, 2.04, -2.26], [-0.95, -3.14, -1.61], [-0.66, 1.75, 2.21], [-0.38, -0.32, 0.73], [-0.10, -1.27, 0.50], [0.17, 1.16, -0.37], [0.32, 0.53, 0.23], [-0.03, -2.36, 0.27], [0.78, 0.62, 1.32], [-0.25, 2.81, 2.33], [0.95, 0.49, -2.26], [0.00, -0.70, -0.23], [0.42, 0.16, -0.91], [-0.92, 2.87, 0.57], [0.58, -3.20, 0.41]], "lowdin_charge": [-0.280, -0.327, -0.763, 0.579, -0.043, 0.091, 0.114, 0.089, 0.103, 0.115, 0.062, 0.130, 0.104, 0.064, -0.005, 0.096, -0.130], "homo_lumo_gap_ev": 7.76, "e_tot_ha": -648.9320}



(3)
{"formula": "C3H11NOS", "method": "ωB97M-V/def2-TZVPD", "elements": ["C", "C", "S", "H", "H", "H", "H", "H", "H", "N", "C", "O", "H", "H", "H", "H", "H"], "xyz": [[0.17513, 1.07732, 2.46617], [-0.86187, 0.49717, 1.53156], [-0.63138, -1.30750, 1.32499], [1.15669, 1.12042, 1.98756], [0.29400, 0.50648, 3.39048], [-0.03100, 2.12140, 2.71068], [-1.87996, 0.67895, 1.85640], [-0.70425, 0.91584, 0.53829], [-1.03130, -1.43972, 0.06000], [0.49747, -1.50644, -2.24332], [0.90103, -0.23097, -1.80155], [-0.05271, 0.81849, -2.00790], [-0.15931, -2.03422, -1.68792], [0.26130, -1.54159, -3.22420], [1.21383, -0.25189, -0.75645], [1.78096, 0.08296, -2.36340], [-0.92864, 0.49334, -1.78139]], "forces_ev_per_angstrom": [[0.61, 0.19, 0.15], [0.14, -0.18, -0.65], [0.18, -0.16, 0.52], [-0.05, -0.31, -0.05], [-0.16, 0.09, -0.02], [-0.34, -0.11, 0.11], [-0.06, 0.10, 0.08], [-0.23, 0.21, 0.06], [-0.18, 0.19, -0.05], [0.07, -0.65, -0.31], [0.25, 0.52, 0.07], [0.03, 0.20, -0.02], [0.09, 0.23, 0.06], [-0.02, 0.00, 0.05], [-0.25, -0.25, 0.12], [-0.08, 0.04, -0.14], [-0.02, -0.10, 0.04]], "lowdin_charge": [-0.184, -0.596, 0.704, 0.070, 0.067, 0.073, 0.060, 0.042, -0.188, 0.026, -0.377, -0.085, 0.041, 0.080, 0.089, 0.115, 0.063], "homo_lumo_gap_ev": 9.93, "e_tot_ha": -649.0588}



(4)
{"formula": "C3H11NOS", "method": "ωB97M-V/def2-TZVPD", "elements": ["C", "C", "C", "S", "N", "H", "H", "H", "H", "H", "H", "H", "H", "H", "H", "H", "O"], "xyz": [[-0.43357, -0.61397, 1.51764], [0.46178, -1.56491, 0.78261], [1.18852, -0.95265, -0.52739], [2.96046, -1.08757, -0.58409], [-0.08797, -2.78421, 0.34243], [-0.01122, 0.38990, 1.55835], [-0.50473, -0.77593, 2.58725], [-1.42921, -0.55346, 1.02571], [1.29662, -1.80571, 1.50278], [0.91204, -1.44959, -1.46387], [0.97400, 0.12524, -0.63154], [2.98247, -1.54906, -1.85011], [-0.91981, -2.70982, -0.23535], [-0.23665, -3.38826, 1.14657], [-2.12705, 5.59363, -1.40355], [-2.25018, 6.96004, -1.93414], [-2.77550, 6.16634, -1.83329]], "forces_ev_per_angstrom": [[-0.97, 1.66, -0.43], [2.46, -0.37, 0.27], [-0.05, 0.29, -0.50], [-0.28, -0.03, 0.30], [-0.39, -0.30, 0.67], [0.11, 0.20, -0.57], [-0.34, -0.96, 0.02], [0.54, 0.01, 0.54], [-0.66, -0.02, -0.69], [-0.62, 0.16, 0.43], [-0.16, -0.20, 0.19], [0.33, -0.07, 0.11], [0.04, 0.04, 0.14], [0.00, -0.42, -0.48], [-0.34, -0.21, -0.02], [-0.13, 0.55, -0.23], [0.47, -0.33, 0.25]], "mulliken_spin": [0.032, 0.016, -0.016, 0.685, 0.208, 0.001, -0.002, 0.003, -0.005, 0.004, 0.076, -0.008, -0.002, 0.008, 0.000, 0.000, 0.000], "homo_lumo_gap_ev": [9.62, 4.42], "s2": 0.755, "charge": 1, "e_tot_ha": -648.7229, "spin_multiplicity": 2}



Calculated values (Da) of molecular weight for the records, taken in order: 109.19; 109.19; 109.19; 109.19.
Calculated values (kcal/mol) of energy above the lowest of the compared OMol25 structures with the same formula, charge and spin for the records, taken in order: 26.47; 94.11; 14.59; 22.00.